(1)
{"formula": "C17H20BCl2F2N2S2Tc", "method": "the ωB97M-V functional and the def2-TZVPD basis", "mol_weight_g_mol": 534.209, "energy_ha": -2791.32363, "gap_ev": [6.15, 5.98], "multiplicity": 2, "s2": 0.76, "lumo_ev": [-4.4, -4.6], "charge": 1, "relative_energy_ev": 0.946, "symbols": ["Tc", "C", "N", "C", "C", "N", "C", "C", "C", "C", "C", "C", "C", "S", "C", "C", "C", "C", "C", "C", "S", "H", "H", "H", "H", "H", "H", "H", "H", "H", "H", "H", "H", "H", "H", "H", "H", "H", "H", "Cl", "C", "Cl", "H", "H", "F", "B", "F"], "positions_angstrom": [[-0.07, 0.41, 0.19], [-1.43, -2.29, 1.04], [-0.15, -1.54, 1.03], [0.96, -2.40, 0.56], [2.09, -1.56, 0.02], [1.53, -0.53, -0.91], [2.64, 0.40, -1.27], [1.07, -1.21, -2.16], [1.97, -1.97, -2.89], [1.58, -2.60, -4.06], [0.26, -2.47, -4.49], [-0.63, -1.71, -3.77], [-0.25, -1.06, -2.59], [-1.42, -0.11, -1.70], [0.15, -0.57, 2.07], [1.46, -0.67, 2.75], [2.23, 0.32, 3.23], [2.15, 1.76, 3.04], [1.62, 2.49, 2.03], [0.92, 1.94, 0.92], [0.41, 2.62, -0.50], [-1.41, -3.06, 1.81], [-1.55, -2.74, 0.05], [-2.26, -1.62, 1.20], [0.56, -3.01, -0.24], [1.31, -3.07, 1.35], [2.81, -2.19, -0.50], [2.63, -1.02, 0.80], [3.46, -0.15, -1.72], [2.99, 0.90, -0.37], [2.27, 1.13, -1.98], [3.00, -2.07, -2.57], [2.29, -3.18, -4.62], [-0.06, -2.95, -5.40], [-1.65, -1.59, -4.10], [1.78, -1.68, 3.01], [3.06, 0.01, 3.85], [2.72, 2.32, 3.77], [1.80, 3.56, 2.03], [-4.41, 0.04, 0.27], [-3.89, 1.12, 1.53], [-2.22, 1.77, 1.26], [-3.87, 0.60, 2.48], [-4.51, 2.00, 1.55], [-0.63, 0.85, 3.96], [-0.93, -0.10, 3.10], [-2.14, -0.65, 3.23]], "nbo_charge": [0.41, -0.41, -0.35, -0.24, -0.24, -0.38, -0.41, 0.16, -0.27, -0.20, -0.18, -0.21, -0.20, -0.08, -0.46, -0.06, -0.28, -0.04, -0.34, -0.16, 0.30, 0.21, 0.23, 0.23, 0.24, 0.23, 0.23, 0.23, 0.21, 0.22, 0.24, 0.22, 0.23, 0.23, 0.23, 0.21, 0.24, 0.23, 0.24, 0.04, -0.37, 0.06, 0.25, 0.25, -0.47, 1.29, -0.49]}

---

(2)
{"formula": "C17H20BClCoN6", "method": "the ωB97M-V functional and the def2-TZVPD basis", "mol_weight_g_mol": 413.587, "energy_ha": -2856.15814, "gap_ev": [8.22, 8.25], "multiplicity": 4, "s2": 3.76, "lumo_ev": [0.6, 0.3], "symbols": ["H", "N", "B", "N", "C", "Co", "H", "C", "H", "C", "H", "C", "H", "H", "H", "N", "N", "N", "N", "C", "C", "H", "H", "C", "C", "C", "C", "H", "H", "H", "H", "H", "Cl", "C", "C", "C", "C", "C", "C", "C", "H", "H", "H", "H", "H", "H"], "positions_angstrom": [[1.65, -1.86, -1.72], [-0.37, -1.46, -1.23], [-2.90, -1.45, -1.02], [-1.59, -2.02, -1.59], [-1.36, -3.00, -2.46], [-0.19, -0.19, 0.00], [-2.21, -3.56, -2.84], [0.01, -3.12, -2.66], [0.51, -3.85, -3.26], [0.61, -2.13, -1.88], [-3.82, -2.19, -1.24], [0.88, 3.79, 0.99], [1.81, 4.27, 1.29], [0.49, 3.23, 1.83], [0.14, 4.51, 0.66], [-3.08, -0.07, -1.66], [-2.74, -1.21, 0.50], [-2.09, 0.86, -1.47], [-1.59, -0.64, 1.05], [-4.09, 0.41, -2.42], [-3.60, -1.49, 1.48], [-4.93, -0.23, -2.64], [-4.55, -1.95, 1.20], [-3.76, 1.72, -2.75], [-3.03, -1.15, 2.70], [-2.51, 1.95, -2.13], [-1.77, -0.61, 2.40], [-4.36, 2.39, -3.34], [-3.46, -1.32, 3.66], [-1.93, 2.87, -2.14], [-1.00, -0.23, 3.05], [1.10, 3.11, 0.17], [4.17, 2.33, -0.06], [4.19, 0.62, 0.16], [5.41, -0.03, 0.20], [5.46, -1.39, 0.53], [4.30, -2.09, 0.83], [3.07, -1.44, 0.80], [2.95, -0.08, 0.43], [1.63, 0.56, 0.34], [6.34, 0.53, 0.01], [6.43, -1.90, 0.52], [4.35, -3.14, 1.13], [2.18, -2.00, 1.13], [1.28, 0.95, 1.31], [1.58, 1.29, -0.46]], "nbo_charge": [0.24, -0.44, 0.54, -0.30, 0.02, 1.34, 0.23, -0.35, 0.23, 0.00, -0.03, -0.85, 0.22, 0.20, 0.21, -0.35, -0.30, -0.35, -0.44, -0.01, 0.02, 0.22, 0.23, -0.36, -0.35, -0.03, -0.01, 0.23, 0.23, 0.21, 0.23, 0.22, 0.00, -0.05, -0.23, -0.22, -0.22, -0.22, -0.03, -0.98, 0.22, 0.21, 0.21, 0.21, 0.22, 0.21]}

---

(3)
{"formula": "C17H20BFN2O10S", "method": "the ωB97M-V functional and the def2-TZVPD basis", "mol_weight_g_mol": 474.228, "energy_ha": -2044.77327, "gap_ev": 8.88, "multiplicity": 1, "lumo_ev": -1.1, "symbols": ["O", "S", "O", "F", "C", "C", "C", "C", "C", "B", "O", "O", "C", "N", "C", "C", "N", "C", "H", "H", "H", "H", "H", "H", "H", "H", "C", "C", "C", "O", "C", "O", "O", "H", "H", "H", "H", "H", "H", "C", "C", "C", "O", "C", "O", "O", "H", "H", "H", "H", "H", "H"], "positions_angstrom": [[-0.84, -5.03, -0.36], [-1.16, -3.66, -0.17], [-0.95, -3.04, 1.08], [-0.32, -2.86, -1.23], [-2.79, -3.38, -0.76], [-3.42, -4.43, -1.35], [-4.74, -4.29, -1.82], [-5.42, -3.12, -1.68], [-6.84, -2.98, -2.14], [-7.87, -2.70, -0.97], [-7.46, -2.72, 0.35], [-9.19, -2.51, -1.30], [-4.76, -2.01, -1.08], [-5.43, -0.83, -0.99], [-4.79, 0.16, -0.44], [-3.45, 0.03, 0.02], [-2.78, -1.08, -0.07], [-3.43, -2.13, -0.62], [-2.92, -5.38, -1.46], [-5.23, -5.14, -2.27], [-6.94, -2.20, -2.90], [-7.15, -3.91, -2.62], [-7.75, -1.94, 0.84], [-9.72, -2.36, -0.51], [-5.30, 1.11, -0.35], [-2.96, 0.90, 0.46], [0.51, -0.32, 1.64], [1.91, 0.18, 1.40], [2.95, -0.32, 2.38], [3.90, 0.75, 2.38], [3.25, 1.89, 2.06], [3.70, 2.98, 2.16], [2.01, 1.61, 1.59], [0.51, -1.39, 1.84], [0.07, 0.20, 2.49], [-0.13, -0.15, 0.77], [2.22, -0.03, 0.37], [3.43, -1.24, 2.07], [2.54, -0.43, 3.38], [6.10, 4.70, 0.87], [7.13, 4.33, -0.17], [8.56, 4.68, 0.18], [9.15, 4.89, -1.11], [8.16, 5.27, -1.96], [8.34, 5.71, -3.05], [6.95, 5.08, -1.39], [6.45, 4.41, 1.86], [5.92, 5.77, 0.85], [5.16, 4.20, 0.69], [7.05, 3.27, -0.43], [9.09, 3.89, 0.71], [8.63, 5.61, 0.75]], "nbo_charge": [-0.91, 2.44, -0.90, -0.48, -0.41, -0.11, -0.23, 0.10, -0.81, 1.15, -0.92, -0.88, 0.09, -0.37, 0.02, 0.03, -0.38, 0.20, 0.25, 0.22, 0.27, 0.25, 0.50, 0.49, 0.20, 0.20, -0.64, 0.07, -0.09, -0.49, 0.97, -0.59, -0.49, 0.24, 0.22, 0.23, 0.18, 0.21, 0.18, -0.63, 0.07, -0.09, -0.50, 0.97, -0.57, -0.50, 0.22, 0.22, 0.25, 0.18, 0.20, 0.18]}

---

(4)
{"formula": "C17H20BrF6IrOPS5", "method": "the ωB97M-V functional and the def2-TZVPD basis", "mol_weight_g_mol": 817.764, "energy_ha": -6344.98041, "gap_ev": [7.48, 5.36], "multiplicity": 6, "s2": 8.81, "lumo_ev": [-0.4, -3.3], "relative_energy_ev": 0.110, "symbols": ["Ir", "S", "C", "S", "C", "C", "S", "S", "S", "C", "C", "C", "C", "C", "C", "C", "Br", "C", "O", "C", "C", "C", "C", "C", "C", "H", "H", "H", "H", "H", "H", "H", "H", "H", "H", "H", "H", "H", "H", "H", "H", "H", "H", "H", "H", "F", "P", "F", "F", "F", "F", "F"], "positions_angstrom": [[2.97, 1.43, 0.10], [8.38, -3.25, -0.48], [7.10, -2.27, -0.36], [6.30, -1.89, 1.14], [5.08, -0.84, 0.51], [5.13, -0.61, -0.87], [4.06, 0.35, -1.73], [6.40, -1.44, -1.71], [3.93, -0.19, 1.58], [-4.88, 0.20, -1.37], [-4.28, 0.91, -0.15], [-4.64, 2.39, -0.21], [-4.88, 0.31, 1.14], [-2.77, 0.68, -0.16], [-1.86, 1.74, -0.31], [-0.53, 1.46, -0.33], [0.70, 2.84, -0.56], [0.00, 0.12, -0.17], [1.24, -0.08, -0.14], [-0.95, -0.98, -0.04], [-2.28, -0.64, -0.03], [-0.57, -2.46, 0.06], [-1.22, -3.04, 1.32], [0.93, -2.76, 0.14], [-1.12, -3.16, -1.19], [-5.96, 0.36, -1.39], [-4.70, -0.87, -1.35], [-4.46, 0.59, -2.30], [-5.72, 2.50, -0.17], [-4.31, 2.86, -1.14], [-4.22, 2.95, 0.63], [-5.95, 0.50, 1.15], [-4.44, 0.77, 2.02], [-4.73, -0.76, 1.20], [-2.21, 2.75, -0.42], [-3.01, -1.43, 0.06], [-0.89, -2.51, 2.21], [-0.94, -4.09, 1.43], [-2.31, -3.00, 1.28], [1.41, -2.31, 1.01], [1.48, -2.44, -0.74], [1.04, -3.85, 0.22], [-2.20, -3.05, -1.28], [-0.90, -4.23, -1.13], [-0.66, -2.77, -2.09], [5.22, 2.77, 0.98], [4.54, 4.21, 0.68], [3.74, 5.56, 0.33], [5.82, 4.70, -0.11], [3.16, 3.63, 1.41], [3.93, 3.53, -0.74], [5.05, 4.79, 2.06]], "nbo_charge": [1.01, 0.05, -0.59, 0.51, -0.39, -0.45, 0.06, 0.50, -0.02, -0.60, -0.09, -0.61, -0.60, 0.12, -0.26, -0.11, 0.23, 0.37, -0.56, 0.03, -0.18, -0.09, -0.59, -0.60, -0.59, 0.22, 0.21, 0.22, 0.22, 0.21, 0.22, 0.22, 0.22, 0.21, 0.24, 0.21, 0.22, 0.22, 0.20, 0.22, 0.22, 0.21, 0.20, 0.22, 0.22, -0.58, 2.60, -0.57, -0.56, -0.61, -0.60, -0.57]}